(1)
{
  "formula": "C25H66NO21S",
  "method": "ωB97M-V/def2-TZVPD",
  "elements": ["C", "C", "C", "C", "C", "C", "N", "O", "C", "C", "C", "H", "H", "H", "H", "H", "H", "H", "H", "H", "H", "H", "H", "H", "H", "H", "H", "H", "H", "S", "O", "O", "O", "O", "C", "C", "O", "O", "H", "H", "H", "H", "H", "H", "C", "C", "O", "O", "H", "H", "H", "H", "H", "H", "C", "C", "O", "O", "H", "H", "H", "H", "H", "H", "C", "C", "O", "O", "H", "H", "H", "H", "H", "H", "C", "C", "O", "O", "H", "H", "H", "H", "H", "H", "C", "C", "O", "O", "H", "H", "H", "H", "H", "H", "C", "C", "O", "O", "H", "H", "H", "H", "H", "H", "C", "C", "O", "O", "H", "H", "H", "H", "H", "H"],
  "positions_angstrom": [[42.8590, 33.9820, 23.9340], [43.7390, 34.0760, 25.1870], [43.0350, 33.4300, 26.4880], [42.8900, 31.9040, 26.3930], [44.1280, 31.2910, 26.3360], [45.0350, 31.7990, 25.1640], [45.0010, 33.2840, 25.0000], [45.9040, 33.8590, 24.3840], [44.7170, 31.1990, 23.7450], [46.4810, 31.5220, 25.5410], [44.0350, 35.5790, 25.4290], [42.6060, 32.9270, 23.6670], [43.2130, 34.5810, 23.1210], [41.8490, 34.4020, 24.3080], [42.0920, 33.9420, 26.5800], [43.3850, 33.6800, 27.5010], [42.2240, 31.9380, 25.6010], [42.3010, 31.5840, 27.0020], [44.2580, 30.1560, 26.5300], [44.6670, 31.7430, 27.2870], [45.2130, 31.7820, 22.8590], [43.6630, 31.1750, 23.6160], [45.3020, 30.3960, 23.5490], [46.7560, 31.8770, 26.5090], [47.2250, 31.8590, 24.8220], [46.7630, 30.4710, 25.8040], [43.2090, 36.2420, 25.4890], [44.5720, 36.0120, 24.6250], [44.6260, 35.5760, 26.2960], [49.4130, 32.0150, 28.4460], [48.7000, 30.7940, 28.0670], [50.5500, 32.1710, 27.6050], [48.4440, 33.0630, 28.2340], [49.7920, 31.8940, 29.8370], [48.5330, 35.0140, 32.7430], [49.2040, 34.7900, 31.3350], [50.4000, 33.9820, 31.3100], [47.5580, 36.0780, 32.5660], [49.3470, 35.2710, 33.4970], [47.7920, 34.1840, 33.1430], [49.5240, 35.5800, 30.7280], [48.5380, 34.2800, 30.6410], [50.2450, 33.0250, 31.1740], [48.1270, 36.9450, 32.2670], [45.6440, 35.8360, 29.4170], [45.4950, 34.2500, 29.5090], [45.9500, 33.7040, 28.2830], [45.2450, 36.3310, 30.7640], [45.1030, 36.3270, 28.6680], [46.7280, 36.0130, 29.1630], [44.5750, 33.8770, 29.6040], [45.9870, 33.8090, 30.3150], [46.9260, 33.7320, 28.2370], [45.9260, 36.1470, 31.4120], [53.3050, 33.8270, 29.1570], [54.3690, 32.8090, 29.0270], [55.1250, 32.8590, 30.1440], [52.5190, 33.9670, 28.0300], [53.8850, 34.9020, 29.2740], [52.6670, 33.6820, 30.0360], [54.8850, 32.9070, 28.0490], [53.8800, 31.7410, 28.8010], [54.7970, 32.5010, 30.9180], [51.9430, 33.2940, 27.9900], [51.4050, 28.7090, 30.1850], [51.2550, 29.4170, 31.5020], [51.5080, 30.7620, 31.3060], [51.1880, 27.2680, 30.4280], [52.4710, 28.7620, 30.0230], [50.8750, 29.1740, 29.2630], [51.7580, 29.0680, 32.5160], [50.2760, 29.3500, 31.8840], [50.9780, 31.1590, 30.5740], [50.2130, 27.3070, 30.8290], [47.4650, 30.6090, 31.7500], [46.3160, 31.3050, 30.9590], [45.3560, 30.3850, 30.6880], [48.4540, 31.4830, 31.9460], [47.7260, 29.7600, 31.0650], [47.2880, 29.9350, 32.5200], [46.7010, 31.7450, 30.1050], [45.9780, 31.9760, 31.7450], [45.5590, 29.7660, 29.9970], [48.9230, 31.6550, 31.0320], [50.4280, 37.3020, 27.3420], [49.6560, 36.4550, 28.2990], [48.7640, 35.7130, 27.6740], [51.3990, 38.0340, 27.9300], [49.6780, 37.8590, 26.8850], [50.9130, 36.6340, 26.5390], [49.3040, 37.2200, 29.0300], [50.3850, 35.7060, 28.7030], [48.7710, 34.7130, 27.8820], [52.1150, 38.1240, 27.1430], [46.6280, 28.4050, 27.5400], [48.0640, 27.8000, 27.6490], [48.9680, 28.6170, 26.9570], [46.5220, 29.5230, 28.2180], [45.8510, 27.6850, 27.8710], [46.3770, 28.6550, 26.4530], [48.0690, 26.7300, 27.1650], [48.2070, 27.5960, 28.7250], [48.9330, 29.4450, 27.3460], [47.2720, 30.0780, 28.0530], [52.0640, 30.7120, 24.9900], [53.0710, 30.4990, 26.0590], [52.3910, 30.3780, 27.2970], [51.7120, 32.1790, 25.1600], [51.1980, 30.0670, 24.8690], [52.6980, 30.8330, 24.2000], [53.8420, 31.3540, 26.2240], [53.5150, 29.5450, 26.1330], [51.5700, 30.8820, 27.4600], [51.0910, 32.1760, 25.9150]],
  "forces_ev_per_a": [[-2.4, -1.3, 1.5], [-1.1, 0.5, 2.5], [0.2, 0.7, 0.4], [1.8, 6.5, -6.3], [5.9, -1.3, 1.7], [1.5, -1.7, 0.4], [1.5, 2.8, -3.5], [-2.5, -2.1, 2.5], [0.5, 4.4, -0.7], [1.5, -1.6, 0.2], [0.6, -1.7, -0.5], [0.4, 1.0, -0.2], [0.4, 0.1, -0.5], [1.6, -0.4, -0.7], [-0.9, -0.1, -0.6], [1.4, 0.3, -0.7], [-0.9, -1.3, -2.9], [-6.3, -3.6, 8.1], [-0.4, 1.8, -0.9], [-0.5, -1.1, -1.6], [-1.2, 0.1, 1.7], [-0.7, -0.7, -0.4], [0.9, -3.5, 0.4], [-0.1, 1.3, 0.7], [-0.2, 0.1, -0.1], [-1.0, 0.3, -1.1], [-1.3, -0.1, 0.5], [1.0, 0.1, -0.9], [0.8, 0.6, 1.3], [-2.5, -1.4, -0.7], [-0.2, -0.7, 0.0], [1.9, 0.7, -1.0], [-0.5, 2.5, 0.1], [0.6, 0.2, 0.9], [-0.6, -0.4, -0.3], [0.1, -3.7, 0.4], [0.2, 0.3, 1.1], [2.7, 3.4, -0.8], [-1.2, -0.3, -0.7], [2.3, 1.1, -1.0], [0.1, 2.4, 0.2], [-0.9, -0.1, 0.2], [-0.3, 1.1, 0.2], [-2.2, -3.1, 1.0], [1.8, -2.5, 3.9], [2.6, 3.1, -3.0], [-0.1, -0.2, -0.8], [-0.4, 0.4, -2.2], [-1.4, 0.5, -0.9], [-0.9, 0.0, 0.5], [-4.3, -0.7, 0.4], [1.5, -0.1, 1.5], [-0.3, -0.4, 0.2], [0.7, -0.2, 0.1], [0.8, 3.6, 0.3], [-2.6, -3.3, -2.2], [4.0, 1.2, -0.9], [2.9, 4.1, -0.7], [-1.4, -2.5, 0.0], [0.3, 0.0, 0.2], [0.6, 0.6, 0.9], [0.7, 1.8, 0.9], [-1.7, -1.3, 1.9], [-3.5, -3.9, -0.4], [1.2, -1.5, 0.2], [-0.3, 0.7, 1.6], [1.3, 1.4, 0.2], [-3.8, 1.5, 0.6], [0.3, 0.1, -0.8], [0.5, -0.9, 1.8], [0.3, 0.2, -2.6], [-2.2, -0.4, 0.1], [0.3, -0.8, 0.6], [3.1, -0.6, -1.3], [-0.5, -1.3, -4.5], [1.1, -1.9, 4.0], [-3.2, -0.7, 0.4], [2.7, 1.7, -0.4], [0.6, 0.4, -0.6], [-1.3, -0.1, 2.6], [0.9, 1.3, -1.6], [-0.7, 0.8, -0.6], [0.9, 0.0, -0.7], [-1.1, -0.4, 2.0], [0.2, -3.5, -2.4], [4.0, -0.2, 2.2], [-3.9, -2.8, -1.9], [4.4, 2.0, -1.9], [-1.3, 1.6, -1.4], [-1.0, 0.6, 1.0], [-0.4, -0.8, 0.3], [-0.1, 1.2, 0.8], [0.4, 1.8, -0.1], [-2.3, 0.0, 3.3], [0.2, -3.3, -2.9], [-1.6, -2.1, -1.4], [0.0, -4.2, -1.2], [-2.2, 2.2, 2.7], [0.4, 0.1, 0.0], [0.5, -0.9, 0.5], [0.0, 1.9, 0.6], [0.6, 0.5, -0.2], [0.5, 3.1, 1.4], [1.3, 1.3, 0.2], [0.5, 3.8, 1.2], [-0.9, 0.8, 3.2], [-0.3, -0.6, 1.8], [-1.0, -2.1, -0.1], [0.2, -0.2, 0.3], [0.9, -0.5, -3.3], [-1.2, -1.3, -1.2], [1.3, -1.1, -1.3], [0.8, 0.3, -0.7], [0.3, 0.4, -0.3]],
  "e_above_lowest_ev": 0.0000,
  "e_tot_ev": -82305.4045,
  "charge": -1,
  "homo_energy_ev": -6.0
}


(2)
{
  "formula": "C3H4N2O",
  "method": "ωB97M-V/def2-TZVPD",
  "elements": ["C", "C", "C", "N", "N", "O", "H", "H", "H", "H"],
  "positions_angstrom": [[-2.1630, -0.3684, -0.0882], [-1.0464, 0.4798, 0.0363], [1.5418, 0.1356, -0.0543], [-3.0962, -1.0537, -0.1132], [0.1706, -0.3741, 0.1636], [-0.9905, 1.6891, -0.0081], [1.6644, 0.5830, -1.0297], [1.6778, 0.8435, 0.6720], [2.3441, -0.6779, -0.0266], [-0.1024, -1.2569, 0.4481]],
  "forces_ev_per_a": [[0.6, 0.9, 0.2], [-1.0, -4.8, -0.3], [-0.1, -3.7, -1.4], [-0.7, -0.7, -0.1], [1.3, 3.5, -1.2], [1.1, 4.1, 0.0], [-0.5, 0.4, -0.3], [0.6, 1.9, 1.8], [-1.4, 0.9, 0.4], [0.2, -2.6, 0.8]],
  "e_above_lowest_ev": 0.2033,
  "spin_multiplicity": 3,
  "e_tot_ev": -8198.3168,
  "homo_energy_ev": [-6.3, -10.7]
}


(3)
{
  "formula": "C2H2N2O3",
  "method": "ωB97M-V/def2-TZVPD",
  "elements": ["C", "C", "N", "N", "O", "O", "O", "H", "H"],
  "positions_angstrom": [[0.1155, -0.9864, 0.3177], [-3.4821, -0.9152, 0.8227], [-0.3024, 0.0613, -0.0872], [-0.1873, -1.1120, 2.5880], [-1.3583, -0.9615, 2.7437], [-2.9962, -1.7505, 0.2421], [-3.9317, 0.0179, 1.3512], [0.3496, -1.9579, 0.0514], [-0.3564, 0.6245, -1.0492]],
  "forces_ev_per_a": [[-1.0, 1.1, 1.4], [-1.1, 3.5, 1.6], [-0.1, 2.8, -1.9], [-3.1, 0.4, -0.4], [3.2, -0.3, -0.3], [1.3, -3.1, -1.7], [-0.2, -0.4, 0.1], [0.9, -1.8, -0.9], [0.2, -2.2, 2.2]],
  "e_above_lowest_ev": 4.5238,
  "e_tot_ev": -11224.2813,
  "homo_energy_ev": [-7.2, -8.1]
}